Record 1
Formula: C21H23N2O3
Source: the OMol25 dataset
Level of theory: ωB97M-V/def2-TZVPD

Element x y z (Å)
C  -2.6779  2.3919  -1.5226
O  -2.4959  2.1085  -0.1262
C  -1.7097  2.8476  0.6768
C  -1.1271  1.9442  1.7195
C  0.1678  2.1153  2.2650
C  0.7340  1.0938  3.0495
C  0.0209  -0.0815  3.3240
C  -1.2744  -0.2310  2.8106
C  -1.8618  0.8004  2.0705
H  -3.1822  1.5122  -1.9328
H  -3.3369  3.2594  -1.6457
H  -1.7092  2.5632  -2.0086
H  -1.0208  3.5802  0.2514
H  0.7203  3.0406  2.0720
H  1.7477  1.2075  3.4608
H  0.5023  -0.9172  3.8660
H  -1.8346  -1.1512  2.9801
H  -2.8928  0.7054  1.7224
O  -0.0498  4.9711  -1.1605
C  -1.0058  5.5013  -1.7298
C  -1.4486  5.3674  -3.1341
C  -2.6057  6.1099  -3.3049
C  -3.3380  6.0635  -4.4867
C  -2.8673  5.2222  -5.5080
C  -1.7189  4.4310  -5.3196
C  -0.9959  4.4964  -4.1203
C  -2.9867  6.7068  -2.0068
O  -3.9880  7.3413  -1.6955
N  -1.9516  6.3250  -1.1272
C  -1.9405  6.6589  0.2995
C  -2.9901  5.9218  1.1134
C  -3.0389  6.3534  2.5800
C  -3.4422  5.1041  3.3711
C  -3.0369  3.9254  2.4986
N  -2.8277  4.4113  1.1266
H  -4.2361  6.6709  -4.5827
H  -3.3990  5.1692  -6.4580
H  -1.3914  3.7569  -6.1173
H  -0.1117  3.8878  -3.9252
H  -0.9292  6.4602  0.6844
H  -2.1713  7.7318  0.3622
H  -3.9696  6.1362  0.6547
H  -2.0469  6.7222  2.8886
H  -3.7600  7.1750  2.7050
H  -2.9167  5.0535  4.3323
H  -4.5199  5.0772  3.5495
H  -2.0514  3.6077  2.8507
H  -3.7111  3.0561  2.5113
H  -3.5601  4.0402  0.5063

Properties
energy relative to the best compared isomer or geometry (same formula, charge and spin): 0.0 kJ/mol
HOMO: -12.63 eV
HOMO-LUMO gap: 0.333 Eh
net charge: +1

***

Record 2
Formula: C3H6O3Pt
Source: the OMol25 dataset
Level of theory: ωB97M-V/def2-TZVPD

Element x y z (Å)
O  -1.5395  1.6706  0.2292
C  -1.8405  0.4364  0.3791
C  -0.7645  -0.5544  -0.0773
O  0.4874  0.1073  -0.1778
C  1.5412  -0.6722  -0.7262
Pt  0.3845  1.9053  0.3327
H  -1.0603  -0.9586  -1.0575
H  -0.6747  -1.3972  0.6251
H  2.4127  -0.5432  -0.0757
H  1.2443  -1.7297  -0.7620
H  1.7849  -0.3065  -1.7336
O  -2.7047  0.0286  1.1586
H  0.7291  2.0137  1.8852

Properties
<S²>: 2.003
HOMO (spin up / spin down): -8.22 / -9.65 eV
HOMO-LUMO gap (spin up / spin down): 0.297 / 0.319 Eh
2S+1: 3
net charge: 0

***

Record 3
Formula: C19H26N4O3
Source: the OMol25 dataset
Level of theory: ωB97M-V/def2-TZVPD

Element x y z (Å)
C  -3.2567  -0.3729  -0.8145
O  -1.9420  0.1420  -0.7027
C  -1.7409  1.2393  0.1785
C  -0.2752  1.6997  0.0448
O  0.0983  2.6467  0.7187
N  0.4656  0.9918  -0.8202
C  1.8279  1.2527  -1.2891
C  2.3459  2.6820  -1.1302
C  1.4823  3.6386  -1.9511
C  3.8263  2.7476  -1.5513
C  4.7253  1.8825  -0.6657
C  4.3419  4.1862  -1.5263
C  -2.0675  0.8987  1.6438
C  -3.4769  1.4411  1.9210
N  -3.8373  2.1940  0.7167
C  -5.1370  2.2684  0.3453
O  -6.0386  1.7610  0.9932
C  -5.4639  3.0142  -0.9172
C  -4.8750  4.2237  -1.2681
N  -5.2080  4.9229  -2.3502
C  -6.1496  4.4263  -3.1381
C  -6.8145  3.2303  -2.8664
C  -7.8355  2.7560  -3.7598
N  -8.6454  2.3781  -4.4808
C  -6.4746  2.5191  -1.7248
C  -2.6676  2.4228  -0.1275
H  -3.1804  -1.2880  -1.3966
H  -3.6897  -0.6101  0.1603
H  -3.9197  0.3196  -1.3410
H  -0.0407  0.2553  -1.2854
H  2.4944  0.5597  -0.7735
H  1.8497  0.9906  -2.3511
H  2.2821  2.9634  -0.0785
H  1.6656  3.4969  -3.0209
H  0.4220  3.4727  -1.7646
H  1.6893  4.6792  -1.7071
H  3.8988  2.3801  -2.5839
H  4.5908  2.1462  0.3869
H  4.5336  0.8153  -0.7722
H  5.7744  2.0463  -0.9162
H  4.2029  4.6239  -0.5339
H  5.4082  4.2127  -1.7551
H  3.8338  4.8227  -2.2492
H  -1.9985  -0.1783  1.7924
H  -1.3341  1.3820  2.2851
H  -4.2210  0.6630  2.0830
H  -3.4932  2.0982  2.7916
H  -4.1100  4.6626  -0.6374
H  -6.4017  4.9972  -4.0238
H  -6.9864  1.6050  -1.4547
H  -2.1564  3.3468  0.1491
H  -2.9275  2.4543  -1.1841

Properties
energy relative to the best compared isomer or geometry (same formula, charge and spin): 219.3 kJ/mol
SMILES string: CO[C@]1(C(=O)NC[C@H](C)C(C)C)CCN(C(=O)c2cncc(C#N)c2)C1
HOMO: -9.63 eV
HOMO-LUMO gap: 0.351 Eh
net charge: 0

***

Record 4
Formula: C33H55BrCl2IN3O4SSbSi3Ti
Source: the OMol25 dataset
Level of theory: ωB97M-V/def2-TZVPD

Element x y z (Å)
Ti  -0.5051  -0.1351  0.0205
C  3.5647  -1.5784  -1.0340
C  3.0588  -0.4946  -1.9375
N  3.7786  -0.1860  -2.9990
C  3.3849  0.7825  -3.8246
C  2.2571  1.5585  -3.6190
C  1.8972  2.6169  -4.6416
O  1.5517  3.8651  -4.0577
C  1.4739  1.2551  -2.4885
C  0.3838  2.1271  -2.0948
N  -0.4306  1.9602  -1.1089
C  -1.3646  3.0059  -0.8547
C  -1.7795  3.9336  -1.8153
C  -2.6943  4.9246  -1.5044
C  -3.2380  5.0111  -0.2294
C  -2.8521  4.0999  0.7404
C  -1.9283  3.1263  0.4074
I  -1.3044  1.7817  1.8964
C  1.8556  0.1824  -1.6797
O  1.0748  -0.1809  -0.6524
H  4.2272  -2.2297  -1.5995
H  2.7527  -2.1518  -0.5872
H  4.1466  -1.1400  -0.2199
H  4.0252  0.9551  -4.6823
H  1.0409  2.2593  -5.2241
H  2.7300  2.7230  -5.3355
H  2.1515  4.5521  -4.3639
H  0.3350  3.0476  -2.6666
H  -1.3982  3.8789  -2.8270
H  -2.9835  5.6337  -2.2680
H  -3.9575  5.7807  0.0133
H  -3.2587  4.1573  1.7416
O  4.9465  2.5274  4.2481
C  4.0851  2.3042  3.2627
C  3.7447  3.2343  2.2783
C  2.8381  2.8678  1.3069
N  2.2472  1.6667  1.2497
C  2.5897  0.8188  2.1962
Br  1.7498  -0.9038  2.1056
C  3.4841  1.0423  3.2145
H  5.3383  3.4099  4.2134
H  4.1816  4.2246  2.2737
H  2.5670  3.5672  0.5246
H  3.7402  0.2917  3.9486
C  0.6248  -2.7951  4.7044
Si  -1.0511  -1.9949  4.4864
C  -2.3565  -2.9933  5.3582
C  -1.1435  -0.1633  4.8605
Sb  -1.7045  -1.9059  1.7552
Si  -1.7305  -4.5335  1.1932
C  -2.6729  -5.3639  2.5716
C  -2.6364  -4.8069  -0.4308
C  0.0962  -4.9811  1.1863
Si  -4.3035  -1.3562  1.9050
C  -5.0411  -1.9856  3.4986
C  -4.6699  0.4799  1.7813
C  -4.9979  -2.3136  0.4374
H  0.5901  -3.4388  5.5864
H  1.4100  -2.0571  4.8612
H  0.9070  -3.4154  3.8540
H  -1.9979  -3.1995  6.3709
H  -2.5317  -3.9521  4.8768
H  -3.3057  -2.4734  5.4454
H  -1.0618  0.0165  5.9360
H  -2.0959  0.2541  4.5267
H  -0.3265  0.3810  4.3810
H  -3.5643  -4.8042  2.8571
H  -2.0505  -5.5106  3.4535
H  -2.9989  -6.3521  2.2362
H  -3.7038  -4.9206  -0.2357
H  -2.2947  -5.7375  -0.8922
H  -2.5059  -4.0007  -1.1490
H  0.3700  -5.4028  2.1557
H  0.7369  -4.1178  1.0058
H  0.3177  -5.7409  0.4334
H  -4.7503  -1.3728  4.3517
H  -4.7774  -3.0225  3.7046
H  -6.1303  -1.9334  3.4169
H  -4.3364  1.0077  2.6761
H  -5.7522  0.6170  1.7081
H  -4.2142  0.9587  0.9138
H  -5.1874  -3.3453  0.7414
H  -4.3027  -2.3475  -0.4018
H  -5.9500  -1.8987  0.0979
Cl  -0.1807  -2.6596  -1.2524
C  0.7885  -3.5779  -2.4751
Cl  1.2058  -2.6075  -3.8765
H  0.1684  -4.4115  -2.7844
H  1.6946  -3.9035  -1.9771
C  -2.1096  -1.5280  -4.7694
C  -1.7928  -0.5519  -3.6421
S  -2.7321  -1.0272  -2.1702
O  -2.0421  -0.2376  -0.9990
C  -4.2681  -0.1061  -2.5044
C  -4.1882  1.3662  -2.1468
H  -1.4480  -1.3254  -5.6103
H  -3.1326  -1.4216  -5.1303
H  -1.9498  -2.5616  -4.4629
H  -2.0588  0.4733  -3.9011
H  -0.7421  -0.6021  -3.3516
H  -5.0544  -0.6163  -1.9501
H  -4.4372  -0.2606  -3.5715
H  -4.0145  1.5042  -1.0821
H  -5.1357  1.8402  -2.4002
H  -3.4010  1.8793  -2.6967

Properties
energy relative to the best compared isomer or geometry (same formula, charge and spin): 202.2 kJ/mol
HOMO: -15.74 eV
HOMO-LUMO gap: 0.244 Eh
net charge: +3

***

Record 5
Formula: C5H8O2
Source: the OMol25 dataset
Level of theory: ωB97M-V/def2-TZVPD

Element x y z (Å)
C  -1.9001  -0.2753  -0.1212
C  -0.6821  0.6052  0.0868
O  -0.2752  0.6126  1.4830
C  1.0459  0.3539  1.0811
C  1.2622  -0.9566  0.3636
C  0.7775  0.2861  -0.3577
O  1.4033  0.8676  -1.4342
H  -1.7181  -1.3135  0.1761
H  -2.7206  0.1004  0.5035
H  -2.2345  -0.2489  -1.1635
H  -0.8893  1.6362  -0.2291
H  1.8832  0.8725  1.5284
H  2.3174  -1.2118  0.2776
H  0.5300  -1.6477  0.0106
H  1.2005  0.3196  -2.2049

Properties
energy relative to the best compared isomer or geometry (same formula, charge and spin): 305.2 kJ/mol
HOMO: -9.36 eV
HOMO-LUMO gap: 0.371 Eh
net charge: 0

***

Record 6
Formula: H32O16
Source: the OMol25 dataset
Level of theory: ωB97M-V/def2-TZVPD

Element x y z (Å)
O  28.1660  11.5140  -0.5140
H  28.3480  10.8750  0.1630
H  27.7600  12.2410  -0.0590
O  25.3020  12.9940  0.7340
H  26.1660  13.4500  0.7500
H  24.7580  13.5710  1.2630
O  24.6310  6.9320  -1.1260
H  24.0910  6.4010  -1.6450
H  24.4040  7.6810  -1.6510
O  23.4670  8.7470  -2.8290
H  22.7380  9.0590  -2.2530
H  23.2690  9.2130  -3.6570
O  22.0860  9.8590  -0.5060
H  22.1270  9.2950  0.2650
H  21.2250  10.2650  -0.4320
O  25.2670  11.1010  2.9690
H  24.8310  10.5150  3.5860
H  24.5640  11.5480  2.4600
O  23.0250  11.9110  1.8140
H  22.6640  12.0750  0.9080
H  22.5540  11.3050  2.3610
O  26.9690  12.4800  -2.6900
H  26.6090  11.7970  -3.2530
H  27.0020  12.0710  -1.8650
O  25.0580  10.5420  -0.5810
H  25.2570  11.2380  0.0670
H  24.1240  10.3360  -0.4660
O  24.6550  14.0960  -1.6880
H  25.0200  14.9230  -1.3240
H  24.3840  13.7920  -0.8320
O  26.9300  8.3640  -0.7500
H  26.4890  7.6610  -1.1770
H  26.5500  8.5340  0.0620
O  25.6030  8.8500  1.5970
H  25.4150  9.7320  1.9710
H  26.0890  8.3120  2.2660
O  27.9800  12.0980  2.2540
H  27.1260  11.7210  2.3230
H  28.4870  11.4730  2.7700
O  26.7870  9.6250  -3.1010
H  26.7150  9.3990  -2.1420
H  27.6590  9.3720  -3.3150
O  24.1250  11.8560  -2.9490
H  24.3880  12.7400  -2.6400
H  24.7750  11.3020  -2.4830
O  22.8430  8.0310  1.2470
H  22.4710  8.4880  2.0660
H  23.7540  8.3300  1.0730

Properties
energy relative to the best compared isomer or geometry (same formula, charge and spin): 544.2 kJ/mol
HOMO: -9.06 eV
HOMO-LUMO gap: 0.299 Eh
net charge: 0

***

Record 7
Formula: C22H19N4O4ReS4Sb
Source: the OMol25 dataset
Level of theory: ωB97M-V/def2-TZVPD

Element x y z (Å)
Re  -2.4956  -0.1404  0.5645
S  -11.8336  3.8129  6.8548
Sb  -10.3863  5.1652  7.6426
S  -3.8349  0.6353  1.9000
S  -1.5303  -1.8003  1.5169
S  -8.9612  6.5486  8.4176
O  1.7907  -3.4642  -4.0050
C  0.8431  -2.9637  -4.9143
N  -0.2626  -2.4914  -4.0925
C  -1.0798  -1.5100  -4.5166
O  -0.9850  -0.9130  -5.5644
C  -2.1735  -1.0664  -3.5610
C  -3.3472  -0.5515  -4.1165
C  -4.3474  -0.0513  -3.2935
C  -4.1376  -0.0189  -1.9368
N  -2.9834  -0.4892  -1.3914
C  -2.0207  -1.0240  -2.1993
H  2.3219  -4.1390  -4.4414
H  0.5000  -3.7370  -5.6058
H  1.2133  -2.1125  -5.4869
H  -0.5275  -3.0974  -3.3312
H  -3.4454  -0.5432  -5.1958
H  -5.2718  0.3338  -3.6997
H  -4.8687  0.3889  -1.2526
H  -1.1171  -1.3802  -1.7155
O  -1.0785  2.8095  0.0250
C  -0.3229  2.0382  0.5376
N  0.9727  2.0809  0.8818
C  1.5271  0.8197  1.3988
C  0.2457  0.0373  1.4924
O  0.0912  -1.1435  1.9291
N  -0.7616  0.6892  0.9152
C  2.2688  0.0158  0.3090
C  3.0760  -1.0524  0.6885
C  3.6647  -1.8466  -0.2833
C  3.4370  -1.5905  -1.6290
C  2.6279  -0.5284  -2.0067
C  2.0368  0.2736  -1.0405
C  2.2885  1.0150  2.6913
C  3.5875  1.5090  2.6169
C  4.2918  1.7699  3.7807
C  3.7070  1.5283  5.0172
C  2.4142  1.0332  5.0907
C  1.7003  0.7816  3.9275
H  1.5360  2.9107  0.7653
H  3.2574  -1.2552  1.7363
H  4.3067  -2.6649  0.0130
H  3.8921  -2.2142  -2.3853
H  2.4699  -0.3132  -3.0553
H  1.4340  1.1187  -1.3515
H  4.0562  1.6744  1.6536
H  5.3012  2.1535  3.7228
H  4.2630  1.7230  5.9240
H  1.9605  0.8402  6.0531
H  0.6894  0.3959  4.0055

Properties
energy relative to the best compared isomer or geometry (same formula, charge and spin): 0.0 kJ/mol
HOMO: -15.42 eV
HOMO-LUMO gap: 0.185 Eh
net charge: +3

***

Record 8
Formula: C13H16BiN2O3S3Sb
Source: the OMol25 dataset
Level of theory: ωB97M-V/def2-TZVPD

Element x y z (Å)
Bi  2.4148  -0.6754  0.1821
C  2.0705  1.2647  -1.9849
C  2.7986  0.7860  -3.0333
C  4.1798  0.6576  -2.6206
C  4.2866  1.0566  -1.3213
C  2.9517  1.3831  -0.8238
H  1.0130  1.4766  -1.9704
H  2.4118  0.5330  -4.0107
H  4.9863  0.2871  -3.2376
H  5.1822  1.0621  -0.7198
H  2.7571  2.1061  -0.0387
S  5.3916  0.4396  4.4293
Sb  4.1719  -1.1179  3.2335
S  2.0936  -0.0514  2.6164
S  4.9827  -1.2750  1.0366
C  -2.1689  -1.0766  2.8261
C  -2.7990  -1.4998  1.5057
C  -2.3459  -0.6532  0.3041
C  -3.0320  -1.1543  -0.9760
C  -2.6070  -0.4001  -2.2296
C  -2.7836  0.7753  0.5598
O  -3.9567  1.0859  0.6598
N  -1.7890  1.6976  0.6800
C  -0.4097  1.4846  0.4871
O  0.3195  2.4566  0.5571
N  0.0244  0.2282  0.1965
C  -0.8311  -0.8190  0.1381
O  -0.4108  -1.9532  -0.0790
H  -2.5083  -1.7215  3.6381
H  -2.4398  -0.0511  3.0893
H  -1.0782  -1.1357  2.7902
H  -3.8869  -1.4249  1.5582
H  -2.5371  -2.5335  1.2753
H  -4.1088  -1.0627  -0.8230
H  -2.7880  -2.2133  -1.0714
H  -2.8305  0.6668  -2.1486
H  -3.1327  -0.7772  -3.1078
H  -1.5357  -0.5082  -2.4138
H  -2.0563  2.6564  0.8471

Properties
energy relative to the best compared isomer or geometry (same formula, charge and spin): 3.2 kJ/mol
<S²>: 0.764
HOMO (spin up / spin down): -5.20 / -5.29 eV
HOMO-LUMO gap (spin up / spin down): 0.289 / 0.208 Eh
2S+1: 2
net charge: -1

***

net charge of number 5 (C5H8O2)?
0

***

What is the net charge in the sixth record?
0